[1]
Formula: C20H38F6N2O18S2V
Source: the Open Molecules 2025 dataset
Level of theory: ωB97M-V/def2-TZVPD

XYZ file:
```
87
Properties=species:S:1:pos:R:3:forces:R:3:lowdin_charge:R:1
O -2.0495 0.4090 0.4814 0.30 -0.43 -0.48 -0.33
V -0.7244 1.1369 0.9752 -1.20 1.45 0.88 0.90
O 0.5166 0.2982 0.5960 0.72 -1.19 -0.36 -0.28
C 2.9742 2.9771 2.7423 -2.47 0.66 0.53 -0.63
F 2.9531 1.7201 3.1306 0.36 -0.57 0.30 0.14
F 3.6543 3.7009 3.6755 -0.48 -0.58 -1.60 0.13
F 3.4653 3.0319 1.5175 1.30 0.38 -0.13 0.13
S 1.1430 3.5529 2.5450 -1.79 3.08 3.18 0.54
O 1.1209 4.9668 2.2091 1.36 -0.41 -1.41 -0.32
O 0.5486 2.7417 1.4696 0.57 -0.41 -0.14 -0.41
O 0.5007 3.4361 3.8407 1.01 -1.63 -0.67 -0.29
C -3.0747 -0.2852 4.6838 0.65 0.52 0.50 -0.64
F -4.1558 0.2926 4.1457 0.26 -0.01 -0.51 0.12
F -3.3981 -0.5054 5.9698 0.46 0.19 -0.12 0.11
F -2.8529 -1.4703 4.1294 -0.21 -0.16 -0.43 0.13
S -1.4746 0.7688 4.5407 1.59 1.60 4.40 0.53
O -1.7330 2.0209 5.2660 -1.21 -1.21 -1.86 -0.32
O -0.4739 0.0276 5.2980 -0.99 -0.76 -1.40 -0.31
O -1.1790 0.9080 3.1218 -0.24 -0.07 -1.97 -0.36
C -5.1731 1.2113 -1.0015 -0.59 1.67 -0.32 -0.09
C -5.3097 1.2175 -2.5382 1.48 0.17 0.10 -0.13
O -6.6649 1.0994 -2.7974 -0.94 -0.63 -1.58 0.07
C -7.3957 1.0948 -1.7055 0.36 -0.64 2.06 -0.56
O -8.5787 0.9746 -1.6567 0.29 0.32 0.05 0.16
O -6.5537 1.1561 -0.6048 -0.73 -0.02 -0.26 0.05
H -4.7867 2.2203 -0.8337 -0.08 -0.08 0.83 0.11
H -4.5582 0.5467 -0.3983 -0.10 -0.55 -0.59 0.12
H -4.7298 0.4470 -3.0478 -0.19 0.01 -0.12 0.12
H -5.0739 2.2135 -2.9202 0.67 -0.25 -0.06 0.13
C -2.5317 -2.8423 -2.8099 1.65 0.39 -0.37 -0.11
C -1.7334 -1.6174 -3.2701 0.02 -0.90 -1.73 -0.14
O -0.6997 -1.5252 -2.3278 0.80 0.77 -0.70 0.05
C -0.8851 -2.3601 -1.2862 -2.06 2.91 1.51 -0.53
O -0.3596 -2.1548 -0.2334 0.46 -1.97 -0.88 0.16
O -2.0495 -3.0246 -1.4936 -0.08 -1.05 1.04 0.06
H -2.0905 -3.6575 -3.3858 -1.06 -0.41 -0.18 0.13
H -3.6048 -2.6878 -2.8548 0.01 -0.48 0.18 0.13
H -2.3310 -0.7380 -3.5169 0.22 0.48 1.11 0.11
H -1.2720 -1.8596 -4.2313 0.07 0.04 -0.04 0.12
C 3.5448 -7.3563 -1.4103 0.41 1.09 -0.79 -0.11
O 4.1014 -6.0805 -1.1425 0.00 0.31 0.31 -0.18
C 3.2695 -4.9785 -1.3544 -1.43 0.21 -0.70 -0.27
C 3.8039 -3.7292 -0.7378 -0.21 -0.71 1.45 -0.22
N 2.9127 -2.5840 -0.9277 1.94 -0.56 -0.81 -0.03
C 3.4426 -1.4548 -0.2035 -0.74 1.93 0.90 -0.21
C 3.5282 -1.4263 1.3441 0.27 0.72 0.40 -0.19
O 4.8406 -1.7418 1.8389 -0.34 -0.68 -0.48 -0.20
C 4.9941 -1.5006 3.2152 -0.82 -2.23 0.53 -0.13
H 4.4670 -7.9333 -1.4120 -0.63 -0.92 0.29 0.09
H 3.0947 -7.3851 -2.4098 0.18 0.02 -0.21 0.08
H 2.7229 -7.6229 -0.7422 0.42 -0.23 0.50 0.09
H 2.2748 -5.1116 -0.9042 -0.10 -0.45 0.01 0.12
H 3.0809 -4.7888 -2.4204 0.15 -0.27 -0.20 0.13
H 4.8482 -3.6257 -1.0386 -0.14 0.76 -0.21 0.13
H 3.8087 -3.9495 0.3382 0.56 -0.04 0.13 0.12
H 1.9574 -2.8516 -0.7362 -0.04 0.47 0.50 0.09
H 2.8349 -0.5801 -0.4456 -0.43 -0.23 0.10 0.07
H 4.4120 -1.0909 -0.5540 0.27 -0.79 -0.33 0.12
H 2.6985 -1.9714 1.8071 0.30 -0.67 0.05 0.13
H 3.3932 -0.4228 1.7619 -0.53 0.38 -0.76 0.10
H 5.0026 -0.4547 3.5161 0.53 0.02 -0.06 0.09
H 5.7403 -2.2250 3.5556 1.29 1.19 -0.19 0.09
H 4.2402 -2.0286 3.8225 -1.05 0.67 -0.38 0.09
C -3.2055 3.3124 2.0298 -0.83 1.18 0.74 -0.05
O -2.2855 2.9945 1.0113 0.30 -0.53 0.88 -0.24
C -1.8867 4.0530 0.2309 0.72 0.89 -2.10 -0.24
C -1.5188 3.5255 -1.1129 1.37 -0.30 -1.80 -0.19
N -0.4089 2.5511 -1.0942 -1.23 -1.09 1.32 -0.06
C -0.1986 1.9746 -2.4224 -0.35 1.22 0.04 -0.17
C 1.0926 1.1840 -2.5442 -1.99 -0.46 -1.05 -0.24
O 2.1026 2.1309 -2.5846 1.57 0.36 0.16 -0.17
C 3.3295 1.6132 -2.0610 -0.54 -0.02 0.86 -0.07
H -3.0831 2.7898 2.9776 0.13 -0.89 -0.56 0.08
H -4.2019 3.2459 1.5850 -0.16 -0.32 0.40 0.09
H -3.1099 4.3375 2.4050 0.34 0.24 -0.54 0.10
H -0.9918 4.5732 0.5854 -0.42 0.27 0.69 0.13
H -2.6658 4.7293 -0.1439 -0.42 0.37 1.38 0.14
H -1.1767 4.3144 -1.7980 0.00 0.65 0.46 0.13
H -2.3831 3.1923 -1.6965 -0.05 -0.91 0.50 0.12
H 0.4200 3.0321 -0.7592 0.15 -0.05 -0.10 0.12
H -0.1450 2.8402 -3.0988 0.49 -0.03 -0.29 0.12
H -1.1466 1.5456 -2.7553 0.29 -0.92 0.33 0.11
H 1.0282 0.6746 -3.5175 0.18 -0.22 0.04 0.13
H 1.1350 0.4003 -1.7836 0.40 0.32 0.28 0.10
H 3.5386 0.6068 -2.4283 0.01 0.02 -0.15 0.09
H 3.1799 1.5714 -0.9784 0.32 -0.27 0.10 0.08
H 4.1883 2.2591 -2.2307 -0.32 0.27 -0.44 0.09
```
Positions in Å, forces in eV/Å.

Output
Charge = -1
LUMO level = 1.6 eV
Relative energy (zero: lowest compared OMol25 entry of this formula, charge and spin) = 288.1 kJ/mol
E_HOMO = -6.72 eV

[2]
Formula: C20H38Ge2MnN2
Source: the Open Molecules 2025 dataset
Level of theory: ωB97M-V/def2-TZVPD

XYZ file:
```
63
Properties=species:S:1:pos:R:3:forces:R:3:nbo_charge:R:1
Mn 1.4263 0.1612 0.9340 0.23 0.03 0.32 1.39
N 1.2018 1.4052 2.7054 -0.06 0.06 -0.04 -0.94
C 2.4550 1.6252 3.4933 0.02 -0.05 0.01 -0.22
C 2.8937 0.3623 4.2136 -0.02 0.00 -0.03 -0.42
C 3.1993 -0.8549 3.3358 0.03 0.02 0.05 -0.41
C 4.2085 -0.6047 2.2174 -0.03 -0.01 0.06 -0.23
N 3.5432 -0.3211 0.8967 0.01 -0.06 -0.09 -0.95
H 0.8552 2.3127 2.3892 0.00 -0.07 0.05 0.41
H 0.4804 1.0623 3.3418 0.05 0.02 -0.06 0.40
H 2.2937 2.4177 4.2229 0.00 0.03 -0.01 0.23
H 3.2217 1.9773 2.8005 0.00 0.01 -0.02 0.19
H 2.1383 0.0895 4.9556 0.01 -0.01 0.01 0.23
H 3.7907 0.6123 4.7837 0.00 0.01 0.00 0.25
H 2.2806 -1.2875 2.9104 0.00 -0.02 0.01 0.17
H 3.5875 -1.6374 3.9879 -0.03 -0.02 0.00 0.27
H 4.8602 -1.4662 2.0934 0.02 -0.01 -0.02 0.23
H 4.8487 0.2418 2.4648 0.00 0.00 -0.02 0.22
H 3.6482 -1.1506 0.3119 0.00 0.07 0.02 0.41
H 4.0749 0.3920 0.3995 -0.05 -0.03 -0.01 0.41
C 2.4940 1.1310 -3.4894 -0.05 -0.01 -0.02 -0.61
C 2.4180 0.9664 -1.9652 0.01 0.00 0.15 -0.80
Ge 0.5361 1.2769 -1.3861 -0.29 0.07 -0.30 1.04
C 0.1065 3.1910 -1.2477 0.04 -0.08 0.01 -0.81
C -0.2404 3.8011 -2.6096 -0.01 0.00 0.01 -0.61
C -0.7094 0.2278 -2.4503 0.02 0.03 0.06 -0.64
C -1.5143 -0.5597 -1.7122 0.21 0.27 0.12 -0.25
Ge -1.0946 -0.1820 0.1596 0.02 0.00 -0.14 1.17
C -2.2821 0.9235 1.2648 0.03 -0.05 -0.06 -0.82
C -3.6278 0.2752 1.6035 0.02 0.00 0.04 -0.62
C -0.2615 -1.6719 1.2489 -0.10 -0.02 0.03 -0.87
C -1.1176 -2.9513 1.1811 -0.08 0.00 -0.07 -0.59
C -2.5910 -1.4368 -2.1695 -0.20 -0.15 0.03 -0.20
C -3.5205 -1.9264 -1.2520 0.05 -0.04 -0.05 -0.13
C -4.5678 -2.7382 -1.6564 -0.03 0.01 0.07 -0.22
C -4.6936 -3.0792 -2.9932 0.02 0.01 -0.04 -0.17
C -3.7702 -2.6046 -3.9180 -0.04 -0.02 -0.04 -0.19
C -2.7291 -1.7901 -3.5134 0.05 0.01 -0.04 -0.16
H 3.5194 0.9995 -3.8340 0.00 -0.01 0.00 0.24
H 2.1663 2.1207 -3.8050 0.00 0.01 0.00 0.22
H 1.8735 0.3907 -3.9948 0.02 0.02 -0.01 0.22
H 3.0681 1.6992 -1.4772 -0.01 -0.04 0.02 0.22
H 2.7651 -0.0366 -1.6998 -0.02 0.01 -0.01 0.20
H 0.9530 3.7136 -0.7946 0.01 -0.02 0.00 0.23
H -0.7378 3.2980 -0.5636 0.00 -0.01 0.01 0.23
H 0.6026 3.7646 -3.2987 0.00 0.00 -0.01 0.21
H -0.5206 4.8477 -2.4938 -0.01 -0.01 -0.01 0.24
H -1.0798 3.2825 -3.0747 0.01 0.01 0.00 0.22
H -0.7984 0.2932 -3.5317 0.00 -0.02 0.01 0.24
H -2.4395 1.8559 0.7201 0.02 0.01 -0.01 0.25
H -1.7439 1.1794 2.1820 0.02 -0.01 0.00 0.21
H -4.2216 0.1066 0.7074 -0.03 0.03 0.01 0.23
H -4.2012 0.9297 2.2593 0.00 0.00 0.00 0.24
H -3.5062 -0.6797 2.1188 -0.01 0.01 0.00 0.21
H -0.1700 -1.3802 2.3028 0.05 0.07 0.01 0.23
H 0.7377 -1.9718 0.8815 0.08 -0.01 -0.03 0.19
H -2.1076 -2.7758 1.6019 0.01 0.00 -0.02 0.23
H -0.6528 -3.7544 1.7517 0.02 0.02 0.00 0.24
H -1.2400 -3.2864 0.1516 -0.01 0.00 0.02 0.24
H -3.4344 -1.6590 -0.2038 0.01 -0.06 -0.01 0.18
H -5.2844 -3.1020 -0.9318 0.01 0.00 -0.01 0.23
H -5.5073 -3.7139 -3.3166 0.01 0.00 0.00 0.24
H -3.8661 -2.8740 -4.9613 0.01 0.00 0.01 0.24
H -2.0164 -1.4373 -4.2484 0.00 -0.01 0.02 0.22
```
Positions in Å, forces in eV/Å.

Output
Spin multiplicity = 6
Charge = +2
LUMO level (spin up / spin down) = -5.7 / -7.0 eV
Relative energy (zero: lowest compared OMol25 entry of this formula, charge and spin) = 0.0 kJ/mol
E_HOMO (spin up / spin down) = -13.65 / -13.65 eV
Expectation value of S² = 8.758

[3]
Formula: C20H38N2O10Rb
Source: the Open Molecules 2025 dataset
Level of theory: ωB97M-V/def2-TZVPD

XYZ file:
```
71
Properties=species:S:1:pos:R:3:forces:R:3:lowdin_charge:R:1
Rb 0.9088 0.3693 -1.1183 0.18 -0.57 0.05 0.74
C 5.0260 -4.1414 -1.5855 -2.81 1.81 -5.14 -0.06
C 4.5994 -3.5364 -2.8785 0.29 -0.46 -0.15 -0.36
C 5.7211 -3.4648 -4.0224 2.95 1.61 0.39 -0.36
O 5.6389 -2.5978 -4.9443 -1.07 -1.35 0.88 -0.11
C 7.0184 -4.1357 -3.8120 -3.52 1.23 -0.03 -0.05
C 7.1788 -4.9849 -2.7260 1.18 -3.03 -1.78 -0.41
C 6.1794 -4.9079 -1.5493 1.29 2.34 3.00 -0.41
O 6.5286 -5.0939 -0.3515 1.34 -1.96 -0.44 -0.09
O 8.0645 -5.9022 -2.8372 -0.89 0.90 1.69 -0.11
O 3.5191 -2.9850 -3.2382 0.52 -0.26 1.51 -0.12
H 4.4048 -3.9622 -0.7203 0.07 -0.24 0.19 0.07
H 7.6287 -4.2218 -4.6989 0.34 -0.01 0.17 0.08
C -4.4887 4.6554 4.4591 -1.41 1.26 -1.01 -0.12
O -5.0446 3.4544 3.9519 0.38 -1.31 -0.54 -0.18
C -4.9281 3.3231 2.5135 1.08 0.93 -0.23 -0.22
C -5.2547 1.9637 1.9230 -1.05 -1.01 -0.72 -0.20
N -5.1813 1.8856 0.4486 1.97 1.66 0.32 -0.06
C -3.7711 1.9599 -0.1084 -2.84 -0.75 1.14 -0.17
C -3.8268 2.5977 -1.4609 0.56 -0.69 0.34 -0.23
O -2.4753 2.6704 -1.8465 1.32 1.86 -1.33 -0.20
C -1.9869 4.0110 -1.6771 -0.10 -0.31 2.18 -0.09
H -3.4579 4.8975 4.2003 0.14 -0.47 -0.31 0.08
H -4.6209 4.8817 5.5171 -0.04 -1.26 0.24 0.08
H -5.1650 5.3924 4.0260 0.46 0.89 -0.27 0.08
H -3.9024 3.5394 2.2149 0.63 -0.15 0.41 0.10
H -5.4045 4.1001 1.9157 -1.04 0.26 0.49 0.12
H -6.3049 1.6952 2.0375 0.03 -0.02 1.03 0.12
H -4.5967 1.2195 2.3717 -0.09 -0.23 0.35 0.11
H -5.7982 1.2052 0.0285 0.38 -0.11 0.24 0.10
H -3.3309 0.9628 -0.1186 0.30 -0.04 -0.24 0.12
H -3.1987 2.5781 0.5832 0.07 0.00 -0.17 0.10
H -4.2846 3.5816 -1.3585 -0.19 -0.05 -0.35 0.12
H -4.3146 1.9659 -2.2032 -0.42 0.17 0.09 0.13
H -2.3849 4.8350 -2.2692 0.22 -0.59 -1.06 0.09
H -0.9142 4.0251 -1.4841 0.16 -0.16 -1.09 0.09
H -2.3044 4.3427 -0.6885 -0.36 0.01 0.54 0.07
C -2.9352 -2.4155 -2.1992 -0.65 0.63 -1.22 -0.15
O -1.8998 -2.5092 -1.2812 -0.91 -0.94 1.58 -0.17
C -2.2459 -3.3878 -0.1826 0.95 0.54 0.17 -0.21
C -0.9847 -3.6031 0.6429 0.77 -0.18 -0.81 -0.18
N -0.3702 -2.4321 1.3335 -0.87 -0.67 -1.26 -0.05
C -1.2701 -1.9436 2.3407 0.40 0.54 0.87 -0.24
C -0.6471 -0.8137 3.1930 -1.47 0.25 -2.76 -0.14
O -0.5194 0.2578 2.1694 1.17 -0.42 0.80 -0.25
C 0.3028 1.3427 2.5944 -0.78 -0.22 0.48 -0.11
H -3.9330 -2.1930 -1.8211 0.00 0.49 0.83 0.08
H -3.1652 -3.3009 -2.7919 0.75 -0.52 -0.09 0.09
H -2.6501 -1.6091 -2.8748 -0.16 -0.08 -0.19 0.09
H -2.6320 -4.3490 -0.5219 0.49 -0.28 -0.51 0.12
H -3.0684 -3.0779 0.4620 -0.22 1.05 -0.17 0.11
H -0.2571 -3.9750 -0.0785 0.25 0.05 0.07 0.13
H -1.1903 -4.4560 1.2897 -0.06 0.00 0.59 0.12
H 0.5027 -2.7419 1.7362 0.11 -0.07 0.07 0.12
H -1.5814 -2.7812 2.9648 -0.37 0.01 0.52 0.12
H -2.1455 -1.5011 1.8653 -0.09 -0.14 -0.04 0.11
H 0.2796 -1.1666 3.6455 0.17 0.60 0.10 0.13
H -1.4304 -0.4563 3.8614 0.46 -0.13 0.65 0.12
H 1.2694 1.0039 2.9672 0.10 0.03 -0.04 0.09
H -0.2348 1.8799 3.3758 0.19 0.15 0.38 0.08
H 0.4388 2.0767 1.8001 0.01 -0.29 -0.34 0.07
C 5.5480 2.1524 -0.5706 -0.98 -1.53 -0.47 -0.20
C 5.7906 1.5468 -1.9837 1.21 1.19 0.24 -0.25
O 4.6476 1.5466 -2.7553 -2.35 -0.60 -0.35 -0.07
O 4.8848 1.2476 0.3353 0.20 -0.19 0.09 -0.10
H 4.7277 2.8685 -0.6180 0.72 0.81 -0.57 0.11
H 6.4731 2.5277 -0.1331 -0.06 0.22 -0.08 0.11
H 6.2694 0.5691 -2.0374 0.08 -0.10 0.72 0.14
H 6.4084 2.2190 -2.5792 1.03 0.32 0.70 0.11
H 4.6558 0.7366 -3.2704 -0.25 -0.21 -0.21 0.10
H 5.4861 0.5590 0.6281 0.13 -0.20 -0.14 0.08
```
Positions in Å, forces in eV/Å.

Output
Charge = -1
LUMO level = 0.6 eV
Relative energy (zero: lowest compared OMol25 entry of this formula, charge and spin) = 494.0 kJ/mol
E_HOMO = -1.63 eV